[1]
29
Properties=species:S:1:pos:R:3 method="wB97M-V/def2-TZVPD" e_homo_ev="-7.676 / -6.518" orbital_gap_ev="7.87 / 6.31" total_energy_ha=-1140.7542 lumo_ha="0.007 / -0.008" relative_energy_ev=4.7174
C 3.5816 -0.6887 -0.9311
C 4.0230 -1.3060 0.1378
C 2.7533 0.5935 -0.8368
C 2.2350 0.7975 0.5192
C 3.7093 -0.8569 1.4437
C 2.8527 0.1391 1.6323
C -0.8443 -1.0915 0.9475
C -3.8894 0.0215 1.0044
C -2.9022 -2.1435 -1.1082
C -1.7179 0.6155 -1.4524
Si -2.3725 -0.6161 -0.0933
Cl 0.7096 -1.0690 0.2638
H 3.8694 -0.9628 -1.8906
H 4.5512 -2.1804 -0.0968
H 3.4035 1.5156 -1.1317
H 1.9581 0.6110 -1.5603
H 1.5413 1.5349 0.6459
H -0.9314 -1.6193 1.9054
H 4.1062 -1.3062 2.2414
H 2.6358 0.4030 2.6121
H -4.1805 1.0349 0.8541
H -4.8321 -0.4937 0.7498
H -3.7055 0.0341 2.0712
H -2.0064 -2.6568 -1.3443
H -3.5006 -2.8294 -0.5838
H -3.5096 -1.9029 -1.9407
H -2.6528 0.8468 -2.0253
H -1.0865 1.4857 -1.3381
H -1.0955 -0.1759 -1.9505


[2]
38
Properties=species:S:1:pos:R:3 method="wB97M-V/def2-TZVPD" e_homo_ev=-9.495 orbital_gap_ev=10.31 total_energy_ha=-767.6140 lumo_ha=0.030 relative_energy_ev=0.7095 smiles="CC(C)NC(=O)C(=O)NCCCOC(C)C"
C -1.5153 -4.8275 -2.9521
C -2.1098 -4.4793 -1.5896
C -3.5462 -4.9814 -1.4644
N -2.0712 -3.0468 -1.3884
C -1.4072 -2.4245 -0.4146
O -0.7303 -2.9469 0.4559
C -1.5770 -0.9017 -0.4923
O -2.2448 -0.3719 -1.3637
N -0.9255 -0.2843 0.4968
C -0.8458 1.1446 0.6607
C 0.5889 1.6463 0.5062
C 0.6700 3.1672 0.6912
O 1.9667 3.6710 0.4924
C 2.8532 3.5807 1.6021
C 2.6872 4.7836 2.5341
C 4.2692 3.5178 1.0383
H -0.4961 -4.4567 -3.0262
H -2.1078 -4.3803 -3.7477
H -1.5040 -5.9049 -3.0906
H -1.4935 -4.9092 -0.7926
H -3.5753 -6.0619 -1.5733
H -3.9554 -4.7188 -0.4920
H -4.1702 -4.5367 -2.2370
H -2.5819 -2.4467 -2.0264
H -0.4032 -0.8907 1.1191
H -1.4891 1.5846 -0.1054
H -1.2328 1.4191 1.6487
H 0.9632 1.3943 -0.4871
H 1.2263 1.1503 1.2423
H 0.2858 3.4406 1.6838
H 0.0492 3.6574 -0.0642
H 2.6485 2.6589 2.1672
H 1.6709 4.8386 2.9180
H 2.8993 5.6995 1.9889
H 3.3710 4.7019 3.3745
H 4.4662 4.4125 0.4546
H 4.9938 3.4480 1.8447
H 4.3729 2.6533 0.3883


[3]
16
Properties=species:S:1:pos:R:3 method="wB97M-V/def2-TZVPD" e_homo_ev=-10.206 orbital_gap_ev=11.14 total_energy_ha=-271.7408 lumo_ha=0.034 relative_energy_ev=0.3221 smiles=OC1CCCC1
O 1.1537 -0.7761 1.2005
C 1.0647 0.2047 0.1461
C -0.0609 1.1613 0.5299
C -1.2108 0.1520 0.5291
C -0.9950 -0.6195 -0.7938
C 0.5312 -0.5464 -1.0677
H 1.9934 -0.5968 1.6117
H 2.0361 0.6909 -0.0252
H 0.1219 1.6492 1.4936
H -0.2008 1.9397 -0.2337
H -2.2087 0.5778 0.6477
H -1.0215 -0.5199 1.3698
H -1.3425 -1.6531 -0.7231
H -1.5457 -0.1357 -1.6065
H 1.0157 -1.5265 -1.1039
H 0.7623 -0.0245 -2.0037


[4]
103
Properties=species:S:1:pos:R:3 method="wB97M-V/def2-TZVPD" e_homo_ev=-9.197 orbital_gap_ev=9.73 total_energy_ha=-2479.1003 lumo_ha=0.020 smiles="COC[C@H]1CCCOS1(=O)=O.COCCOC.COCCOC.COCCOC.COCCOC.COCCOC"
C 4.3913 4.9125 -6.4279
O 3.6088 6.0987 -6.4654
C 2.5035 5.9660 -7.3206
C 1.5157 4.8541 -6.8822
C 0.6051 5.3909 -5.7282
C -0.8662 4.8779 -5.7278
C -1.6278 5.0374 -7.0801
O -0.8115 5.4836 -8.1789
S 0.4186 4.3932 -8.2801
O -0.0349 3.0063 -8.0399
O 1.1394 4.5054 -9.5679
H 4.1436 4.2631 -7.2831
H 4.1225 4.3657 -5.5089
H 5.4631 5.1189 -6.4391
H 2.8338 5.8411 -8.3630
H 1.9509 6.9131 -7.2945
H 1.9796 3.9182 -6.5629
H 0.6155 6.4861 -5.6884
H 1.0545 5.0289 -4.7935
H -0.8682 3.8303 -5.4092
H -1.4019 5.4524 -4.9633
H -2.1719 4.1161 -7.3117
H -2.4012 5.8052 -6.9537
C 1.9600 0.7375 -5.0654
O 1.0305 1.5165 -4.3269
C -0.0667 0.7523 -3.8450
C 0.0919 0.4176 -2.3744
O 1.1847 -0.4646 -2.1549
C 2.3357 0.2069 -1.6649
H 2.8589 1.3374 -5.2102
H 2.2322 -0.1791 -4.5370
H 1.5404 0.4909 -6.0456
H -0.1960 -0.1578 -4.4375
H -0.9642 1.3666 -3.9692
H -0.8096 -0.0986 -2.0332
H 0.2021 1.3282 -1.7784
H 2.1865 0.4847 -0.6161
H 2.5635 1.1002 -2.2508
H 3.1811 -0.4773 -1.7282
C 3.5865 -4.0844 0.9077
O 2.8505 -4.1931 2.1152
C 3.0882 -3.1043 3.0015
C 1.9559 -2.0945 2.9612
O 1.8886 -1.4440 1.6987
C 0.8596 -1.9625 0.8685
H 3.1929 -4.8214 0.2084
H 3.4881 -3.0917 0.4624
H 4.6432 -4.3043 1.0909
H 4.0441 -2.6233 2.7759
H 3.1506 -3.5213 4.0115
H 2.1460 -1.3221 3.7118
H 0.9998 -2.5695 3.2046
H -0.1175 -1.6254 1.2335
H 0.8780 -3.0545 0.8315
H 1.0104 -1.5767 -0.1387
C 0.0685 -5.6171 2.9470
O -0.8473 -4.8145 3.6829
C -1.9483 -5.5598 4.1830
C -1.7788 -5.8740 5.6579
O -0.6912 -6.7602 5.8802
C 0.4725 -6.0951 6.3405
H 0.9756 -5.0357 2.7883
H 0.3282 -6.5317 3.4860
H -0.3595 -5.8728 1.9714
H -2.0915 -6.4770 3.6052
H -2.8410 -4.9389 4.0570
H -2.6814 -6.3764 6.0181
H -1.6532 -4.9531 6.2362
H 0.3451 -5.7937 7.3860
H 0.7038 -5.2170 5.7324
H 1.3056 -6.7935 6.2761
C -6.2194 2.3273 -0.8632
O -5.8477 0.9598 -0.9162
C -5.0709 0.6467 -2.0635
C -3.5961 0.5416 -1.7227
O -3.0573 1.7984 -1.3355
C -2.9136 1.9242 0.0703
H -6.6161 2.5274 0.1314
H -5.3658 2.9865 -1.0387
H -7.0019 2.5329 -1.6006
H -5.2327 1.3828 -2.8560
H -5.4170 -0.3245 -2.4294
H -3.0507 0.2222 -2.6161
H -3.4317 -0.2079 -0.9426
H -2.0697 1.3182 0.4178
H -3.8210 1.6229 0.5980
H -2.7093 2.9704 0.2943
C -0.5511 -1.7643 6.0130
O 0.5012 -0.8230 6.1611
C 0.0256 0.4652 6.5263
C 0.2190 0.7280 8.0080
O -0.5954 -0.1265 8.7986
C 0.1257 -1.2153 9.3504
H -0.1112 -2.7593 5.9486
H -1.2377 -1.7402 6.8631
H -1.1005 -1.5648 5.0873
H -1.0246 0.5857 6.2458
H 0.6116 1.1958 5.9602
H -0.0863 1.7555 8.2267
H 1.2726 0.6244 8.2838
H 0.7652 -0.8671 10.1682
H 0.7370 -1.7189 8.5979
H -0.5957 -1.9275 9.7490